The following is a DFT calculation (ωB97M-V/def2-TZVPD) of a 14-piece molecular cluster, H28O14 overall in a non-equilibrium geometry.

Values from the calculation:
* lowest unoccupied orbital energy: -0.0085 Eh
* multiplicity: 1
* electronic energy: -29117.83022 eV
* HOMO-LUMO gap: 10.4 eV
* ΔE to the lowest compared entry with this formula, charge and spin: 88.1 kcal/mol
* highest occupied orbital energy: -10.68 eV
* total charge: 0

Geometry (Å):
O 3.139 -1.214 2.296
H 3.165 -0.499 2.893
H 2.700 -1.016 1.519
O 1.313 0.409 0.435
H 1.267 1.215 1.005
H 1.617 0.558 -0.422
O -1.373 -1.248 1.418
H -1.690 -0.331 1.502
H -0.568 -1.217 0.953
O 1.465 -2.395 -3.220
H 2.039 -2.497 -2.430
H 2.180 -2.191 -3.939
O 0.161 0.893 -3.927
H -0.564 0.326 -4.361
H 0.682 0.040 -3.765
O -0.837 4.784 -1.808
H -0.852 5.074 -0.905
H -1.245 3.896 -1.913
O -2.743 -2.004 -1.450
H -2.303 -1.760 -0.645
H -3.694 -1.987 -1.176
O -1.459 -0.851 3.986
H -1.940 -1.719 3.914
H -0.836 -0.987 3.216
O -1.217 1.229 -0.138
H -0.802 1.053 -1.018
H -2.073 1.613 -0.324
O -3.319 2.868 1.062
H -2.797 2.099 1.062
H -4.050 2.597 0.484
O 1.189 3.153 0.384
H 0.529 3.799 0.118
H 1.922 3.542 0.837
O 2.158 -4.268 0.190
H 1.414 -4.464 -0.330
H 2.380 -3.341 0.220
O 2.763 2.130 2.136
H 3.354 1.839 2.833
H 1.959 2.328 2.647
O -0.742 -3.730 -0.906
H -0.871 -4.679 -1.073
H -1.422 -3.047 -1.358

Löwdin population analysis, charges in e, atoms 1 to 4: -0.004 -0.004 -0.044 -0.052


The following is a DFT calculation (ωB97M-V/def2-TZVPD) of a 14-piece molecular cluster, H28O14 overall in a non-equilibrium geometry.

Values from the calculation:
* lowest unoccupied orbital energy: -0.0230 Eh
* multiplicity: 1
* electronic energy: -29118.91918 eV
* HOMO-LUMO gap: 9.4 eV
* ΔE to the lowest compared entry with this formula, charge and spin: 63.0 kcal/mol
* highest occupied orbital energy: -10.02 eV
* total charge: 0

Geometry (Å):
O 0.276 2.707 1.511
H 0.084 3.634 1.396
H -0.029 2.451 0.651
O -0.974 -2.528 0.112
H -1.851 -2.057 0.341
H -0.874 -3.437 0.533
O 1.792 -2.539 -1.155
H 1.820 -2.558 -0.176
H 0.896 -2.347 -1.422
O -0.362 -1.407 2.676
H 0.164 -2.076 2.215
H 0.021 -1.305 3.604
O -1.411 1.114 2.676
H -0.872 1.676 2.161
H -0.891 0.299 2.674
O -2.878 -0.853 -2.803
H -2.978 -0.575 -3.733
H -2.628 -0.161 -2.247
O 2.532 1.199 -0.137
H 2.402 2.148 0.005
H 1.677 0.813 0.064
O 1.935 1.226 3.173
H 2.167 0.300 3.118
H 1.497 1.349 2.306
O 0.201 -0.076 0.017
H 0.025 -1.033 0.020
H -0.478 0.267 -0.560
O 1.870 0.222 -2.823
H 1.900 1.033 -3.400
H 2.048 0.613 -1.917
O -0.192 -1.824 -2.856
H 0.420 -1.084 -2.843
H -1.036 -1.465 -2.815
O 1.515 -2.761 1.682
H 2.148 -2.025 1.835
H 1.780 -3.339 2.365
O -1.628 3.690 -0.552
H -2.120 3.740 0.272
H -1.745 2.827 -0.894
O -1.831 1.146 -1.474
H -2.765 1.321 -1.319
H -1.627 1.674 -2.283

Löwdin population analysis, charges in e, atoms 1 to 4: -0.027 0.074 0.020 -0.095


The following is a DFT calculation (ωB97M-V/def2-TZVPD) of a 14-piece molecular cluster, H28O14 overall in a non-equilibrium geometry.

Values from the calculation:
* lowest unoccupied orbital energy: -0.0152 Eh
* multiplicity: 1
* electronic energy: -29119.73148 eV
* HOMO-LUMO gap: 9.0 eV
* ΔE to the lowest compared entry with this formula, charge and spin: 44.3 kcal/mol
* highest occupied orbital energy: -9.46 eV
* total charge: 0

Geometry (Å):
O 0.950 -0.286 2.665
H 0.120 -0.712 2.715
H 1.022 -0.027 3.571
O 0.053 -0.076 -0.445
H 0.526 -0.686 0.096
H -0.465 0.492 0.140
O 2.919 -2.031 0.984
H 3.277 -2.350 1.812
H 3.360 -2.627 0.362
O -0.738 1.307 -2.999
H -1.706 1.334 -3.007
H -0.503 0.951 -2.188
O -2.624 -1.477 0.124
H -2.905 -1.369 1.047
H -1.725 -1.805 0.212
O -0.227 -2.328 -2.757
H -0.243 -1.795 -1.939
H -0.864 -3.012 -2.696
O 2.419 -0.492 -2.138
H 2.179 -0.118 -1.317
H 3.311 -0.284 -2.164
O -1.153 3.312 -0.675
H -1.693 2.504 -0.814
H -0.333 3.044 -1.083
O -3.065 1.285 -0.651
H -3.119 0.380 -0.465
H -3.676 1.840 -0.093
O 0.204 -2.678 0.698
H 0.338 -3.317 -0.035
H 1.155 -2.516 0.821
O 3.198 0.579 0.317
H 3.349 -0.360 0.348
H 4.026 1.022 -0.035
O -3.170 -0.095 2.549
H -2.605 0.537 2.151
H -3.903 0.390 3.012
O -1.036 1.530 1.964
H -1.121 2.466 2.173
H -0.158 1.234 2.104
O 1.319 2.248 -1.216
H 1.864 2.643 -1.874
H 1.459 1.324 -1.287

Löwdin population analysis, charges in e, atoms 1 to 4: -0.002 0.029 0.056 -0.028


The following is a DFT calculation (ωB97M-V/def2-TZVPD) of a 14-piece molecular cluster, H28O14 overall in a non-equilibrium geometry.

Values from the calculation:
* lowest unoccupied orbital energy: -0.0112 Eh
* multiplicity: 1
* electronic energy: -29119.35928 eV
* HOMO-LUMO gap: 9.9 eV
* ΔE to the lowest compared entry with this formula, charge and spin: 52.9 kcal/mol
* highest occupied orbital energy: -10.19 eV
* total charge: 0

Geometry (Å):
O 2.624 -2.279 0.461
H 2.435 -2.128 -0.433
H 3.233 -3.012 0.553
O -2.388 -2.330 1.121
H -1.775 -2.928 0.725
H -3.167 -2.472 0.571
O -1.002 -0.303 -3.932
H -1.713 -0.315 -4.587
H -0.247 -0.327 -4.534
O -1.599 -0.719 -1.362
H -1.962 -1.576 -1.600
H -1.235 -0.402 -2.215
O 1.061 2.585 3.234
H 1.489 1.817 2.818
H 0.845 3.036 2.406
O 0.491 -3.611 0.260
H 0.290 -4.504 0.555
H 0.490 -3.024 1.018
O 2.017 0.352 1.186
H 2.630 0.089 1.881
H 1.537 -0.463 1.027
O 0.559 4.226 -2.188
H 1.264 4.854 -2.007
H 0.129 4.470 -3.011
O 2.818 1.752 -0.963
H 2.310 1.140 -0.400
H 2.224 2.370 -1.387
O 0.302 0.277 4.548
H -0.305 -0.141 3.936
H 0.456 1.189 4.264
O -1.976 -4.534 -1.098
H -1.478 -3.793 -1.473
H -1.327 -5.207 -1.342
O -3.084 3.236 1.658
H -3.547 2.554 1.154
H -2.318 2.639 1.829
O 1.515 1.616 -4.216
H 1.556 1.967 -3.324
H 2.086 0.842 -4.187
O -1.426 0.142 1.923
H -1.837 -0.699 1.653
H -1.002 0.404 1.105

Löwdin population analysis, charges in e, atoms 1 to 4: -0.030 0.022 0.062 -0.028


The following is a DFT calculation (ωB97M-V/def2-TZVPD) of a 14-piece molecular cluster, H29O14 overall in a non-equilibrium geometry.

Values from the calculation:
* lowest unoccupied orbital energy: -0.0939 Eh
* multiplicity: 1
* electronic energy: -29130.61942 eV
* HOMO-LUMO gap: 11.2 eV
* ΔE to the lowest compared entry with this formula, charge and spin: 46.1 kcal/mol
* highest occupied orbital energy: -13.71 eV
* total charge: +1

Geometry (Å):
O -3.295 0.868 -0.153
H -3.932 0.891 0.565
O 1.932 -2.529 -0.349
H 2.788 -2.420 0.112
H 2.299 -3.260 -0.877
O 0.576 1.621 -0.248
H -0.179 1.857 0.289
H 1.036 0.931 0.246
O -2.269 3.313 -0.417
H -1.424 3.568 0.000
H -2.583 3.996 -1.014
O 0.347 -0.820 1.402
H 0.327 -0.583 2.347
H 1.111 -1.416 1.331
O 2.015 -3.864 2.206
H 2.591 -4.289 1.550
H 1.241 -4.314 1.824
O -0.794 -2.102 -3.265
H -0.183 -1.898 -3.980
H -0.275 -2.094 -2.449
O 3.546 -0.876 1.107
H 3.920 -0.955 1.997
H 4.326 -0.504 0.675
O -1.104 0.894 -2.242
H -1.607 1.652 -1.914
H -0.281 0.920 -1.713
O 0.101 4.081 0.640
H -0.255 4.615 1.358
H 1.024 4.306 0.502
O -1.934 -1.700 0.659
H -2.231 -1.371 -0.821
H -1.038 -1.513 1.102
O 0.026 -0.069 4.179
H 0.554 0.516 4.713
H 0.062 -0.915 4.640
O 2.060 1.570 -3.119
H 2.684 2.149 -2.679
H 1.175 1.882 -2.920
O -2.703 -1.183 -1.726
H -2.026 -1.618 -2.350
H -2.292 -0.254 -1.749
H -2.991 1.773 -0.367
H -2.347 -0.855 0.907

Löwdin population analysis, charges in e, atoms 1 to 4: -0.053 0.067 -0.083 0.012


The following is a DFT calculation (ωB97M-V/def2-TZVPD) of a 14-piece molecular cluster, H29O14 overall in a non-equilibrium geometry.

Values from the calculation:
* lowest unoccupied orbital energy: -0.1009 Eh
* multiplicity: 1
* electronic energy: -29129.23769 eV
* HOMO-LUMO gap: 10.1 eV
* ΔE to the lowest compared entry with this formula, charge and spin: 78.0 kcal/mol
* highest occupied orbital energy: -12.85 eV
* total charge: +1

Geometry (Å):
O 1.523 0.290 -0.283
H 1.564 -0.476 1.859
O -2.670 2.955 2.110
H -3.264 1.226 1.839
H 5.099 0.962 -0.141
O 1.635 3.166 -1.482
H 0.720 -2.752 -4.346
H 1.483 4.090 -1.739
O -3.750 0.392 1.916
H -2.373 -0.846 0.443
H -4.662 0.501 1.646
O -1.915 -2.455 -1.278
H -1.809 -1.483 -1.168
H -2.710 -2.498 -1.824
O -0.995 1.806 4.232
H 4.370 2.316 0.062
H 0.143 -3.584 -3.286
O 1.738 -0.518 -2.774
H 0.862 -0.756 -3.123
H -3.200 3.758 2.107
O 0.520 -2.156 -0.327
H 1.016 -1.768 -1.061
H -0.472 1.030 4.047
O -2.078 -0.092 -0.070
H 1.674 0.132 -1.243
H 1.173 1.188 -0.342
O 0.823 -1.096 1.841
H -1.231 1.512 -3.936
H 1.876 3.400 -0.573
O 0.421 -2.671 -3.432
H -1.447 1.875 5.069
H 1.934 -4.034 3.243
O 1.207 -3.488 2.947
H -1.584 0.591 0.381
H 0.318 -3.839 2.966
O -1.483 2.423 -3.714
H -2.071 3.077 2.860
H -0.924 2.411 -2.918
O 4.971 1.690 0.471
H 0.501 -1.457 0.521
H -0.361 -2.584 -0.428
H 1.125 -1.795 2.473
H 2.304 -0.444 -3.545

Löwdin population analysis, charges in e, atoms 1 to 4: -0.066 0.088 -0.051 -0.017